[1]
{"formula": "C12H19N6O4SV", "method": "wB97M-V/def2-TZVPD", "homo_ev": [-11.095, -11.176], "s2": 3.771, "total_charge": 1, "lumo_energy_ev": [-3.8, -3.7], "spin_multiplicity": 4, "gap_ev": [7.3, 7.5], "elements": ["V", "C", "C", "N", "C", "S", "N", "N", "C", "C", "C", "C", "C", "C", "C", "N", "H", "H", "H", "H", "H", "H", "H", "H", "H", "H", "H", "H", "H", "C", "O", "C", "O", "N", "N", "H", "H", "H", "H", "H", "H", "O", "O"], "positions_angstrom": [[-0.23335, -0.88367, 0.45223], [4.66539, 2.02043, 2.81308], [4.49075, 0.58475, 2.34086], [3.19266, 0.03047, 2.71238], [2.09147, 0.18179, 1.98104], [0.59340, -0.48992, 2.66195], [2.14538, 0.84350, 0.84540], [0.92374, 0.81148, 0.25417], [0.48568, 1.80451, -0.43159], [1.32645, 2.99271, -0.75284], [-0.95866, 1.72698, -0.72875], [-1.60906, 2.61532, -1.57532], [-2.98723, 2.54381, -1.69216], [-3.68409, 1.59037, -0.96565], [-2.96230, 0.71462, -0.17667], [-1.63747, 0.77837, -0.05584], [5.63910, 2.40161, 2.50580], [3.89548, 2.65891, 2.38016], [4.60192, 2.08700, 3.89943], [4.57515, 0.52362, 1.25755], [5.25333, -0.06479, 2.76927], [3.08673, -0.40130, 3.61465], [1.82217, 3.33238, 0.15740], [2.11643, 2.70985, -1.45056], [0.75457, 3.81361, -1.17187], [-1.05146, 3.34794, -2.13779], [-3.51256, 3.23106, -2.34148], [-4.76083, 1.51842, -1.01163], [-3.46054, -0.06377, 0.38862], [-2.93751, -3.73250, -3.04430], [-2.00287, -2.65627, -2.84301], [-1.64636, -2.29609, -1.63911], [-0.84947, -1.37070, -1.49355], [-2.23164, -2.90002, -0.56382], [-1.63911, -2.59223, 0.68009], [-3.09736, -3.77369, -4.11528], [-3.88065, -3.52118, -2.54099], [-2.50615, -4.67627, -2.70924], [-2.60694, -3.83146, -0.66102], [-0.93099, -3.30887, 0.88142], [-2.35448, -2.56940, 1.39853], [1.13246, -2.26858, 0.23684], [0.74879, -3.46280, -0.12839]], "lowdin_spin": [1.973, 0.000, 0.000, -0.004, 0.001, -0.010, 0.003, -0.021, 0.038, 0.006, 0.003, 0.006, 0.001, 0.005, 0.003, 0.003, 0.000, 0.000, 0.000, 0.000, 0.000, -0.001, 0.002, 0.002, 0.000, 0.000, 0.000, 0.000, 0.000, 0.000, 0.000, 0.003, 0.017, 0.004, 0.011, 0.000, 0.000, 0.000, 0.000, 0.002, 0.002, 0.344, 0.606]}

[2]
{"formula": "C4H5MnO2", "method": "wB97M-V/def2-TZVPD", "homo_ev": [-17.145, -17.194], "s2": 12.008, "total_charge": 2, "lumo_energy_ev": [-11.3, -11.5], "spin_multiplicity": 7, "gap_ev": [5.9, 5.7], "elements": ["C", "C", "C", "C", "O", "Mn", "H", "H", "H", "H", "O", "H"], "positions_angstrom": [[-1.82647, 0.15003, 0.27461], [-0.63469, -0.56099, -0.28354], [0.58763, -0.58837, 0.16276], [1.94850, -0.26549, 0.12584], [2.53872, 0.04538, -0.93615], [4.12029, 0.04995, -1.76642], [-1.96304, -0.11395, 1.33547], [-2.70913, -0.21640, -0.27917], [-0.46251, -1.79281, -0.06254], [2.48912, -0.22537, 1.08291], [-1.62815, 1.52943, 0.09995], [-2.46026, 1.98861, 0.24628]], "lowdin_spin": [0.011, 0.077, 0.277, 0.400, 0.334, 4.823, -0.001, 0.000, 0.054, 0.016, 0.010, 0.001]}

[3]
{"formula": "C29H49F6N4OPPtSi2", "method": "wB97M-V/def2-TZVPD", "homo_ev": -7.906, "total_charge": 0, "lumo_energy_ev": 0.2, "gap_ev": 8.1, "elements": ["Pt", "C", "Si", "C", "C", "C", "C", "C", "C", "C", "Si", "C", "C", "H", "H", "H", "H", "H", "H", "H", "H", "H", "H", "H", "H", "H", "H", "H", "H", "C", "C", "O", "C", "F", "F", "F", "C", "F", "F", "F", "H", "H", "H", "N", "P", "N", "C", "C", "C", "C", "C", "N", "C", "C", "C", "C", "C", "N", "C", "C", "C", "C", "C", "H", "H", "H", "H", "H", "H", "H", "H", "H", "H", "H", "H", "H", "H", "H", "H", "H", "H", "H", "H", "H", "H", "H", "H", "H", "H", "H", "H", "H", "H"], "positions_angstrom": [[-1.65186, 0.30153, 0.73247], [-1.19166, 1.39684, -2.57037], [-2.38442, 0.46322, -1.46153], [-4.03094, 1.31649, -1.66708], [-2.47299, -1.30441, -2.10104], [-2.64394, -1.58568, -3.45968], [-2.64694, -2.89187, -3.92251], [-2.48390, -3.94099, -3.02476], [-2.32868, -3.67146, -1.67449], [-2.31709, -2.35712, -1.20031], [-2.21681, -1.96085, 0.63753], [-3.84326, -2.47904, 1.38377], [-0.87655, -2.97875, 1.47429], [-1.61282, 1.35770, -3.57990], [-0.19781, 0.95311, -2.60204], [-1.09665, 2.44897, -2.29620], [-4.30979, 1.22965, -2.72215], [-3.98516, 2.37898, -1.41990], [-4.79840, 0.85414, -1.05401], [-2.77522, -0.77828, -4.17336], [-2.77429, -3.09494, -4.97847], [-2.48275, -4.96421, -3.37930], [-2.21681, -4.50373, -0.98608], [-3.96921, -3.53516, 1.12223], [-4.66246, -1.90381, 0.95720], [-3.88397, -2.38007, 2.46778], [-0.82302, -3.94586, 0.96577], [-1.12975, -3.16232, 2.52054], [0.10902, -2.52454, 1.44824], [-3.30162, 2.70418, 2.10933], [-3.91456, 1.30486, 2.27176], [-3.66372, 0.41512, 1.23833], [-5.45342, 1.45703, 2.30999], [-5.86183, 2.28886, 3.28649], [-5.89355, 1.97353, 1.15267], [-6.08247, 0.29152, 2.48885], [-3.42665, 0.71219, 3.62229], [-2.08035, 0.56998, 3.60103], [-3.93238, -0.49882, 3.87458], [-3.71003, 1.49797, 4.67223], [-3.64083, 3.12123, 1.16285], [-2.21305, 2.63678, 2.09472], [-3.59249, 3.36985, 2.91993], [0.22274, 0.60431, 0.87323], [1.65988, 0.57073, 0.25362], [1.85071, -0.31339, -1.15211], [2.70379, 0.07852, -2.27540], [3.47954, -1.12293, -2.80328], [2.52525, -2.24510, -3.20071], [1.63110, -2.60498, -2.01913], [0.90366, -1.37041, -1.50462], [2.71469, 0.02019, 1.42202], [2.21455, -0.91108, 2.44392], [3.34800, -1.28351, 3.38542], [4.43571, -2.07546, 2.64342], [4.52729, -1.63102, 1.17594], [4.12195, -0.16986, 1.04436], [2.35282, 2.04996, -0.10769], [1.67420, 2.81889, -1.16678], [0.80034, 3.91589, -0.57685], [1.67605, 4.95781, 0.13240], [2.96494, 4.31175, 0.65937], [2.74861, 2.86323, 1.06638], [3.38038, 0.86848, -1.95711], [2.08023, 0.48517, -3.08690], [4.15422, -1.47646, -2.01664], [4.09524, -0.81143, -3.65032], [3.07470, -3.11822, -3.55697], [1.89670, -1.90190, -4.03048], [2.24082, -3.02027, -1.20954], [0.89239, -3.35990, -2.29903], [0.30913, -1.61447, -0.62986], [0.20532, -1.01689, -2.27439], [1.82006, -1.82838, 1.98951], [1.39120, -0.43438, 2.97183], [2.95070, -1.86532, 4.21810], [3.76198, -0.36541, 3.80983], [4.21601, -3.14412, 2.69058], [5.39814, -1.93264, 3.13898], [3.85758, -2.22692, 0.54981], [5.53808, -1.77509, 0.78935], [4.26529, 0.18048, 0.02191], [4.76703, 0.44772, 1.68168], [1.07533, 2.13207, -1.75981], [2.42307, 3.25083, -1.84007], [0.10831, 3.44532, 0.12632], [0.20109, 4.38343, -1.36074], [1.11993, 5.41534, 0.95283], [1.93338, 5.76326, -0.55871], [3.34400, 4.86067, 1.52268], [3.74910, 4.34911, -0.10133], [1.98860, 2.80787, 1.85488], [3.67121, 2.45670, 1.47844]], "mulliken_charge": [1.613, -0.528, 0.451, -1.183, 0.162, -0.475, -0.750, -0.770, -0.715, 0.552, 0.556, -1.241, -0.677, 0.580, -0.165, 0.123, 0.474, 0.338, 0.229, 0.365, 0.416, 0.402, 0.373, 0.469, 0.207, 0.339, 0.378, 0.374, -0.252, -1.899, 0.583, -1.234, 0.483, -0.268, -0.242, -0.235, 0.582, -0.202, -0.258, -0.278, 0.344, 0.387, 0.483, 0.588, -1.266, 1.223, -0.758, -0.661, -0.943, -0.615, 1.263, 0.419, -0.176, -1.023, -0.876, -0.383, -0.929, 0.340, 0.445, -0.319, -0.767, -1.103, -0.527, 0.460, 0.414, 0.177, 0.426, 0.499, 0.270, 0.273, 0.378, -2.142, 0.155, -0.139, 0.366, 0.424, 0.342, 0.359, 0.393, -0.192, 0.527, 0.634, 0.481, -0.739, 0.355, -0.175, 0.535, 0.351, 0.310, 0.438, 0.352, 0.400, 0.248]}

Electronic energy for the records above, in order: -66398.481; -39619.623; -83476.827 eV
Relative energy (zero: lowest compared OMol25 entry of this formula, charge and spin) for the records above, in order: 0.147; 0.000; 0.000 eV